1.
14
Properties=species:S:1:pos:R:3:nbo_charge:R:1 method="wB97M-V/def2-TZVPD" smiles="O=C(S)C/C=C/C=S" e_above_lowest_kcal_mol=50.9 total_energy_ev=-28997.7474 orbital_gap_ha=0.2834 lumo_energy_ev=-1.3 e_homo_ev=-8.967
O 0.473 1.301 -3.054 -0.513
C 0.239 0.450 -2.258 0.475
S -1.296 -0.560 -2.400 -0.064
C 0.939 0.424 -0.857 -0.572
C 0.225 0.675 0.422 -0.076
C -0.005 -0.515 1.165 -0.298
C -0.700 -0.581 2.440 -0.334
S -1.486 0.598 3.140 0.085
H -1.138 -1.388 -1.214 0.152
H 1.554 -0.496 -0.849 0.238
H 1.676 1.389 -0.878 0.249
H -0.374 1.653 0.650 0.252
H 0.599 -1.356 0.832 0.205
H -0.706 -1.594 2.864 0.201

=====

2.
31
Properties=species:S:1:pos:R:3:nbo_charge:R:1 method="wB97M-V/def2-TZVPD" multiplicity=2 total_energy_ev=-83337.5871 orbital_gap_ha="0.2421 / 0.2365" lumo_energy_ev="-2.4 / -2.5" e_homo_ev="-9.029 / -8.957"
Fe -0.530 -0.816 -0.333 1.356
O -0.243 2.985 1.310 -0.540
C -0.313 1.807 1.051 0.638
N 0.236 1.120 0.015 -0.697
C 0.892 1.693 -1.037 0.644
O 0.869 2.830 -1.433 -0.518
C 1.776 0.647 -1.666 0.140
C 2.927 1.021 -2.337 -0.203
C 3.772 0.025 -2.799 -0.140
C 3.419 -1.302 -2.601 -0.243
C 2.229 -1.583 -1.953 0.055
N 1.439 -0.625 -1.473 -0.482
C -0.971 0.842 2.001 0.152
C -1.808 1.300 3.002 -0.198
C -2.366 0.379 3.871 -0.127
C -2.038 -0.963 3.732 -0.242
C -1.190 -1.333 2.705 0.058
N -0.674 -0.449 1.847 -0.504
H 3.129 2.073 -2.474 0.255
H 4.693 0.276 -3.307 0.229
H 4.058 -2.102 -2.947 0.233
H 1.898 -2.604 -1.806 0.210
H -2.005 2.361 3.070 0.258
H -3.042 0.700 4.653 0.230
H -2.426 -1.711 4.408 0.235
H -0.891 -2.365 2.567 0.209
O -2.169 -2.097 -0.917 -0.995
S -2.747 -0.866 -1.537 2.177
O -2.428 0.244 -0.604 -0.950
O -4.095 -0.962 -1.987 -0.903
S -1.401 -0.526 -3.023 -0.337

=====

3.
112
Properties=species:S:1:pos:R:3:lowdin_charge:R:1 method="wB97M-V/def2-TZVPD" smiles="COC[C@H](O)O[C@H](C[C@H](C)I)N=C=S.O=C1CCCO1.O=C1CCCO1.O=C1CCCO1.O=C1CCCO1.O=C1CCCO1.O=C1CCCO1.O=C1CCCO1" total_energy_ev=-93474.5140 orbital_gap_ha=0.3495 lumo_energy_ev=0.3 e_homo_ev=-9.207
C -1.554 0.568 0.484 -0.080
O -1.413 0.117 -0.848 -0.160
C -1.051 1.127 -1.763 -0.121
C 0.470 1.177 -2.044 -0.338
O 1.216 0.385 -1.194 0.032
O 0.935 2.535 -2.140 -0.040
C 1.506 3.099 -1.010 -0.353
C 1.542 4.613 -1.153 -0.241
C 0.205 5.299 -0.986 -0.720
C -0.725 5.207 -2.179 -0.164
I 0.661 7.413 -0.677 0.785
N 2.925 2.663 -0.823 0.119
C 3.637 2.444 -1.790 -0.770
S 4.547 2.150 -3.023 0.751
H -2.071 -0.185 1.060 0.069
H -0.594 0.741 0.979 0.085
H -2.118 1.490 0.552 0.076
H -1.562 0.909 -2.694 0.130
H -1.396 2.092 -1.399 0.114
H 0.644 0.766 -3.032 0.154
H 0.918 0.469 -0.286 0.088
H 0.948 2.843 -0.113 0.151
H 2.031 4.890 -2.082 0.122
H 2.198 4.952 -0.356 0.091
H -0.279 5.010 -0.067 0.058
H -0.169 5.179 -3.107 0.083
H -1.324 4.304 -2.111 0.064
H -1.425 6.032 -2.175 0.046
O -3.439 -1.437 2.782 0.110
C -2.518 -2.172 2.569 -0.506
C -2.532 -3.517 1.866 -0.071
C -1.180 -4.112 2.261 -0.151
C -0.332 -2.863 2.458 -0.145
O -1.254 -1.855 2.928 0.012
H -2.607 -3.345 0.792 0.139
H -3.371 -4.114 2.199 0.108
H -0.760 -4.796 1.529 0.113
H -1.278 -4.647 3.207 0.116
H 0.115 -2.517 1.525 0.116
H 0.456 -2.989 3.194 0.125
O -1.278 3.126 1.960 0.095
C -1.583 3.880 2.845 -0.478
C -1.872 3.555 4.296 -0.062
C -2.565 4.830 4.787 -0.139
C -1.948 5.890 3.881 -0.141
O -1.681 5.201 2.638 0.029
H -0.921 3.381 4.801 0.132
H -2.491 2.666 4.371 0.128
H -2.423 5.042 5.843 0.115
H -3.636 4.760 4.598 0.120
H -1.007 6.277 4.263 0.110
H -2.612 6.726 3.687 0.128
O 2.453 -4.079 0.933 0.115
C 2.914 -3.637 -0.079 -0.487
C 3.906 -4.290 -1.025 -0.071
C 4.394 -3.105 -1.862 -0.149
C 3.180 -2.182 -1.833 -0.154
O 2.558 -2.426 -0.557 0.022
H 3.375 -5.031 -1.624 0.130
H 4.700 -4.775 -0.464 0.124
H 4.706 -3.365 -2.871 0.113
H 5.236 -2.625 -1.362 0.119
H 2.461 -2.420 -2.620 0.130
H 3.434 -1.129 -1.900 0.109
O -4.921 -5.794 0.327 0.112
C -4.396 -6.671 0.948 -0.482
C -4.923 -8.065 1.226 -0.064
C -4.016 -8.545 2.360 -0.145
C -2.732 -7.771 2.079 -0.142
O -3.163 -6.530 1.485 0.002
H -4.806 -8.661 0.319 0.134
H -5.973 -8.024 1.500 0.128
H -3.866 -9.621 2.390 0.116
H -4.432 -8.236 3.319 0.119
H -2.085 -8.284 1.366 0.129
H -2.161 -7.546 2.976 0.124
O -4.401 -9.120 -4.982 0.120
C -4.559 -8.057 -4.462 -0.496
C -4.379 -6.679 -5.076 -0.076
C -4.323 -5.767 -3.849 -0.148
C -5.171 -6.540 -2.846 -0.143
O -4.969 -7.931 -3.179 0.019
H -5.244 -6.470 -5.707 0.129
H -3.475 -6.649 -5.677 0.122
H -4.684 -4.756 -4.022 0.115
H -3.296 -5.700 -3.488 0.117
H -6.235 -6.313 -2.943 0.131
H -4.873 -6.384 -1.815 0.091
O 10.119 0.007 -6.091 0.128
C 8.943 0.174 -5.984 -0.489
C 8.112 1.342 -6.493 -0.071
C 6.805 1.184 -5.716 -0.178
C 6.759 -0.321 -5.483 -0.157
O 8.134 -0.728 -5.376 0.023
H 7.971 1.221 -7.567 0.130
H 8.619 2.281 -6.295 0.125
H 5.927 1.564 -6.235 0.115
H 6.882 1.703 -4.761 0.078
H 6.306 -0.857 -6.320 0.126
H 6.240 -0.596 -4.568 0.113
O -2.184 8.315 6.363 0.125
C -1.072 8.693 6.141 -0.489
C -0.087 9.339 7.098 -0.070
C 0.959 9.932 6.152 -0.149
C 0.875 8.982 4.961 -0.145
O -0.498 8.550 4.924 -0.001
H 0.329 8.560 7.737 0.132
H -0.588 10.083 7.710 0.125
H 1.959 9.998 6.573 0.115
H 0.654 10.933 5.848 0.118
H 1.510 8.102 5.084 0.128
H 1.114 9.457 4.013 0.126

=====

4.
142
Properties=species:S:1:pos:R:3:lowdin_charge:R:1 method="wB97M-V/def2-TZVPD" e_above_lowest_kcal_mol=0.0 total_energy_ev=-89352.6934 orbital_gap_ha=0.3066 lumo_energy_ev=-0.2 e_homo_ev=-8.555
C 6.586 1.261 0.706 -0.705
O 6.829 2.110 -0.137 0.025
N 5.871 0.147 0.431 0.171
N 6.953 1.418 2.007 0.130
H 5.328 0.145 -0.425 0.073
H 5.538 -0.461 1.158 0.067
H 6.938 0.588 2.578 0.098
H 7.633 2.122 2.239 0.112
C -1.797 -2.683 -3.649 -0.690
O -1.041 -3.414 -4.288 0.001
N -1.363 -1.908 -2.637 0.180
N -3.131 -2.592 -3.822 0.156
H -0.390 -2.034 -2.406 0.059
H -2.012 -1.610 -1.926 0.048
H -3.670 -1.893 -3.297 0.054
H -3.602 -3.175 -4.491 0.105
C 0.262 5.212 1.682 -0.644
O 0.766 4.206 1.140 -0.033
N 0.433 5.502 2.977 0.180
N -0.422 6.142 1.000 0.179
H 0.973 4.802 3.479 0.073
H 0.206 6.402 3.353 0.104
H -0.682 6.966 1.505 0.101
H -0.501 6.007 0.002 0.078
C -1.330 -2.241 3.124 -0.672
O -1.482 -2.521 4.304 0.030
N -1.779 -2.981 2.076 0.167
N -0.732 -1.107 2.647 0.180
H -1.457 -2.770 1.150 0.061
H -2.420 -3.744 2.203 0.106
H -0.529 -0.498 3.440 0.052
H -0.710 -0.882 1.669 0.070
C 3.334 3.324 3.321 -0.665
O 2.572 3.743 4.168 0.024
N 4.498 2.745 3.687 0.148
N 3.270 3.293 1.942 0.159
H 4.582 2.524 4.667 0.107
H 5.183 2.419 3.031 0.050
H 2.402 3.669 1.550 0.051
H 4.184 3.304 1.530 0.100
C 0.955 -4.564 0.083 -0.706
O 0.737 -5.760 -0.023 0.026
N 1.928 -4.008 0.835 0.164
N 0.204 -3.662 -0.556 0.167
H 2.126 -3.029 0.735 0.052
H 2.558 -4.565 1.383 0.105
H -0.570 -3.914 -1.144 0.104
H 0.283 -2.736 -0.152 0.042
C -2.788 2.788 0.270 -0.658
O -1.864 2.662 -0.539 -0.023
N -3.751 3.739 0.169 0.182
N -2.841 2.077 1.390 0.197
H -4.597 3.549 0.674 0.104
H -3.661 4.392 -0.591 0.100
H -3.377 2.383 2.182 0.101
H -2.152 1.352 1.507 0.094
C 1.141 0.294 0.051 -0.661
O 0.635 -0.787 -0.304 -0.034
N 0.584 1.508 -0.077 0.202
N 2.324 0.335 0.686 0.173
H -0.386 1.612 -0.358 0.058
H 1.038 2.366 0.180 0.064
H 2.649 1.230 1.015 0.070
H 2.782 -0.508 1.011 0.051
C 1.488 0.229 4.436 -0.096
O 0.175 0.373 4.964 -0.211
C -0.335 1.702 4.858 -0.184
C -1.876 1.771 5.082 -0.208
N -2.525 0.794 4.238 -0.057
C -3.933 0.684 4.702 -0.199
C -4.787 -0.267 3.861 -0.221
O -6.146 -0.137 4.233 -0.189
C -7.015 -0.973 3.493 -0.106
H 1.571 0.362 3.354 0.070
H 1.907 -0.748 4.670 0.095
H 2.154 0.978 4.874 0.078
H -0.189 2.084 3.841 0.114
H 0.217 2.379 5.513 0.121
H -2.324 2.757 4.934 0.116
H -2.115 1.597 6.141 0.115
H -2.068 -0.084 4.471 0.075
H -4.348 1.694 4.780 0.115
H -4.013 0.423 5.765 0.121
H -4.353 -1.269 3.898 0.127
H -4.683 0.153 2.853 0.101
H -6.863 -2.011 3.802 0.088
H -6.912 -0.895 2.408 0.081
H -7.988 -0.662 3.872 0.090
C 1.871 -1.995 -5.253 -0.085
O 2.624 -1.252 -4.298 -0.221
C 2.603 -1.757 -2.956 -0.209
C 3.534 -1.036 -2.033 -0.221
N 4.995 -1.256 -2.021 -0.056
C 5.531 -0.990 -3.379 -0.151
C 6.925 -1.664 -3.532 -0.249
O 6.757 -3.011 -3.835 -0.192
C 7.958 -3.732 -3.955 -0.113
H 1.437 -1.277 -5.951 0.083
H 1.047 -2.549 -4.801 0.059
H 2.580 -2.576 -5.846 0.084
H 2.774 -2.837 -2.910 0.138
H 1.581 -1.474 -2.684 0.100
H 3.215 -1.398 -1.049 0.083
H 3.249 0.018 -2.057 0.128
H 5.161 -2.224 -1.772 0.109
H 5.731 0.072 -3.504 0.125
H 4.949 -1.489 -4.151 0.112
H 7.581 -1.551 -2.658 0.120
H 7.502 -1.147 -4.311 0.118
H 8.486 -3.777 -2.995 0.085
H 8.633 -3.205 -4.637 0.086
H 7.789 -4.745 -4.309 0.087
C -5.553 0.244 -6.773 -0.113
O -5.437 0.578 -5.402 -0.201
C -4.054 0.547 -4.994 -0.203
C -3.932 0.865 -3.492 -0.154
N -4.602 -0.273 -2.839 -0.084
C -4.811 -0.184 -1.380 -0.163
C -3.587 -0.586 -0.560 -0.245
O -3.282 -1.935 -0.676 -0.252
C -4.115 -2.932 -0.074 -0.059
H -6.587 0.453 -7.042 0.088
H -5.304 -0.794 -7.003 0.089
H -4.900 0.905 -7.351 0.084
H -3.576 1.268 -5.663 0.117
H -3.562 -0.409 -5.180 0.107
H -4.479 1.784 -3.250 0.112
H -2.927 0.981 -3.089 0.116
H -5.422 -0.631 -3.305 0.115
H -5.558 -0.905 -1.043 0.111
H -5.145 0.811 -1.067 0.112
H -3.717 -0.245 0.474 0.101
H -2.690 -0.041 -0.873 0.109
H -4.186 -2.632 0.973 0.077
H -3.553 -3.852 -0.221 0.097
H -5.096 -3.042 -0.538 0.085
O 3.677 -1.985 1.949 -0.051
H 4.272 -2.203 2.674 0.066
H 3.870 -2.645 1.273 0.038
O -1.358 5.117 -1.711 -0.068
H -1.388 4.161 -1.518 0.008
H -1.801 5.213 -2.559 0.043